1.
Formula: C39H57BN9O4STc
Source: the Open Molecules 2025 dataset
Level of theory: wB97M-V/def2-TZVPD

```
112
Properties=species:S:1:pos:R:3:forces:R:3:mulliken_spin:R:1
Tc -0.822825 0.386698 -1.082540 -1.41 0.02 -0.69 2.800
C -2.118295 -4.149981 -0.287402 0.11 0.00 -0.02 0.004
C -0.769159 -3.653981 -0.822690 -0.42 0.18 -0.13 -0.013
C -0.778238 -3.205293 -2.285855 0.13 -0.04 0.22 0.013
C -0.149087 -2.616933 0.072694 0.43 -0.13 0.22 0.006
C 0.496648 -2.917289 1.272571 -0.10 0.14 -0.07 -0.003
C 1.241644 -1.803875 1.630047 -0.35 -0.35 0.03 0.014
C 2.044209 -1.719616 2.899151 0.28 0.24 -0.10 -0.001
C 1.756776 -0.444435 3.721113 0.05 -0.16 -0.01 0.001
C 3.547772 -1.922742 2.669711 -0.12 -0.04 -0.01 0.002
N 1.039602 -0.866614 0.677279 0.13 0.10 0.05 -0.022
N 0.139459 -1.345579 -0.238100 -0.33 0.12 0.10 0.076
B 2.013963 0.198429 0.051261 0.03 -0.09 -0.08 -0.088
N 1.493313 1.630302 0.242163 0.20 -0.05 0.13 0.013
N 0.310008 1.929335 -0.364918 -0.47 0.00 0.09 -0.028
C 0.056402 3.246119 -0.198997 0.16 0.15 0.03 0.045
C 1.096974 3.779726 0.538814 -0.06 -0.19 0.10 -0.003
C 1.993442 2.747262 0.796365 -0.24 0.44 -0.17 0.058
C 3.362722 3.019542 1.353828 0.31 -0.34 -0.17 0.004
C 3.898099 2.053142 2.402725 -0.15 0.13 0.01 0.003
C 4.326548 3.150675 0.163543 -0.11 0.15 0.08 0.004
C -1.043692 4.006272 -0.868201 -0.08 0.06 0.01 -0.015
C -1.381555 5.291686 -0.115398 0.01 -0.21 0.09 0.001
C -0.604318 4.323103 -2.306062 -0.03 -0.02 0.05 0.003
N 2.022271 -0.059819 -1.511999 0.25 -0.15 0.23 -0.001
N 0.888745 0.187459 -2.245872 0.04 0.08 -0.35 -0.098
C 1.176234 0.032882 -3.549095 0.21 0.05 -0.09 0.052
C 2.504224 -0.347704 -3.649826 -0.06 0.01 0.15 -0.005
C 3.009511 -0.412623 -2.350305 -0.04 -0.06 -0.47 0.056
C 4.395367 -0.958697 -2.102694 0.00 -0.17 0.27 -0.002
C 5.071628 -0.717778 -0.757048 -0.03 0.02 -0.16 0.002
C 4.350162 -2.471825 -2.382600 0.08 0.07 -0.04 0.004
C 0.218550 0.330729 -4.667846 -0.23 -0.13 -0.08 0.003
C -1.052314 -0.527811 -4.633247 0.18 0.06 0.08 0.008
C 0.896611 0.145430 -6.025509 0.00 0.13 0.13 0.000
H -2.556871 -4.866625 -0.982608 -0.01 -0.01 0.02 0.000
H -2.823349 -3.337791 -0.138359 -0.06 0.04 0.04 -0.002
H -1.976843 -4.653743 0.669297 -0.04 0.01 0.02 0.000
H -0.090908 -4.509641 -0.758953 0.05 0.06 0.03 0.002
H -1.204222 -2.210353 -2.386811 0.13 -0.17 -0.12 -0.001
H -1.350679 -3.904438 -2.895341 0.00 0.01 -0.04 0.000
H 0.243739 -3.168912 -2.667255 -0.01 0.04 -0.05 0.001
H 0.440907 -3.855102 1.800185 0.10 -0.02 0.02 -0.001
H 1.705029 -2.581937 3.476417 -0.03 0.00 -0.06 0.001
H 2.682778 0.085677 3.932025 -0.01 -0.03 0.04 0.000
H 1.298980 -0.697764 4.677267 -0.03 0.03 -0.02 0.000
H 1.087462 0.230806 3.197096 -0.08 0.12 -0.02 -0.001
H 3.991496 -1.059985 2.176818 0.03 -0.01 0.01 0.000
H 3.740986 -2.809103 2.063550 0.02 -0.01 0.01 0.000
H 4.037774 -2.051786 3.634571 0.05 0.02 -0.02 0.000
H 3.091621 0.054073 0.494557 -0.01 0.14 0.06 0.002
H 1.211938 4.800316 0.858376 -0.01 0.02 -0.05 -0.001
H 3.289948 4.000927 1.826690 -0.11 0.00 -0.04 0.001
H 4.002148 1.046409 2.007915 0.03 -0.02 0.02 -0.001
H 3.231917 2.029902 3.263402 0.05 -0.05 0.03 -0.001
H 4.880681 2.388934 2.734196 0.00 0.01 0.02 0.000
H 4.426259 2.193410 -0.345543 0.05 0.02 -0.05 0.000
H 5.307994 3.483130 0.501244 0.03 -0.08 0.01 0.000
H 3.949830 3.880866 -0.553160 0.03 -0.02 -0.04 0.000
H -1.942765 3.396872 -0.863463 -0.03 -0.07 -0.05 0.000
H -0.540380 5.986277 -0.112085 -0.02 0.03 0.00 0.000
H -1.664968 5.060322 0.911035 0.00 0.08 0.03 0.000
H -2.225370 5.779062 -0.602131 0.02 0.04 0.00 0.000
H 0.238790 5.016018 -2.282563 0.01 0.02 -0.02 0.001
H -1.420475 4.792991 -2.854901 -0.01 -0.01 -0.01 0.000
H -0.300819 3.425586 -2.843843 -0.02 0.03 -0.01 0.000
H 3.056619 -0.562600 -4.547092 0.00 0.02 -0.03 0.001
H 5.018704 -0.501330 -2.875554 -0.04 0.03 0.00 0.003
H 4.597924 -1.298785 0.033946 0.04 0.04 -0.01 0.000
H 5.063424 0.335296 -0.488534 0.07 -0.04 0.11 0.000
H 6.110077 -1.041043 -0.827441 0.01 0.00 -0.01 0.000
H 3.728564 -2.976780 -1.640082 -0.02 0.00 0.01 0.000
H 5.357818 -2.884324 -2.325778 -0.01 -0.03 0.03 0.000
H 3.951377 -2.685775 -3.372876 -0.02 -0.02 0.00 -0.001
H -0.084037 1.377320 -4.557550 0.01 -0.02 0.01 0.000
H -0.810920 -1.571850 -4.840161 -0.01 -0.03 0.03 0.002
H -1.742112 -0.175430 -5.399276 -0.05 -0.02 0.02 0.000
H -1.561012 -0.459246 -3.672095 -0.06 -0.04 -0.07 -0.011
H 1.215553 -0.890862 -6.149406 0.01 0.00 -0.05 0.000
H 1.763683 0.795230 -6.140896 0.01 0.00 -0.01 0.000
H 0.190377 0.380361 -6.820299 0.01 -0.01 -0.02 0.000
C -4.746242 -1.618750 6.379928 -0.01 0.03 -0.01 0.000
C -4.128048 -0.913433 5.208160 -0.03 0.04 -0.04 0.000
C -3.043248 -1.465142 4.527671 0.00 -0.01 -0.03 0.001
C -2.457880 -0.798369 3.466235 0.00 -0.04 -0.08 0.000
C -2.987190 0.418983 3.066264 0.19 0.12 -0.10 0.012
C -4.062578 0.994237 3.724308 -0.04 0.08 -0.11 -0.001
C -4.627607 0.321955 4.793374 0.04 -0.09 0.03 0.000
S -2.138273 1.339939 1.827529 0.29 0.10 0.19 -0.002
O -2.796618 2.593052 1.614103 -0.22 -0.09 -0.01 0.009
O -0.749613 1.346393 2.196113 -0.02 -0.02 -0.08 0.000
N -2.191172 0.452474 0.427580 0.71 0.32 0.53 0.039
C -3.163211 -0.369901 -0.034457 -0.63 -0.45 -0.19 -0.012
C -4.419434 -0.654538 0.500104 -0.03 -0.01 -0.02 0.000
C -5.254525 -1.472820 -0.231274 0.09 0.03 0.01 0.003
C -4.832456 -2.000421 -1.449865 0.07 0.04 -0.06 0.015
C -3.567716 -1.688274 -1.897479 -0.19 0.00 -0.35 0.015
N -2.745799 -0.904034 -1.202315 0.56 0.41 0.43 -0.005
H -4.382577 -2.640756 6.464857 -0.03 -0.01 0.01 0.000
H -5.831891 -1.634986 6.285568 -0.01 -0.05 0.03 0.000
H -4.510063 -1.095691 7.308225 0.01 -0.01 0.00 0.000
H -2.647886 -2.423098 4.841589 0.00 0.00 0.02 0.000
H -1.594629 -1.205231 2.951672 0.00 -0.04 0.02 -0.005
H -4.429375 1.957521 3.394179 -0.04 -0.01 0.04 0.000
H -5.461874 0.761192 5.325566 -0.02 0.02 -0.02 0.000
H -4.722918 -0.217310 1.439028 -0.08 -0.03 -0.10 0.004
H -6.247358 -1.696092 0.135794 0.01 0.00 0.04 0.000
H -5.471762 -2.645658 -2.033051 0.01 0.02 -0.04 0.001
H -3.190778 -2.075440 -2.835956 -0.07 0.03 0.03 0.003
O -3.851304 1.653466 -1.619474 0.44 0.17 -0.16 0.031
N -3.109007 1.995508 -2.492163 -1.75 0.47 -0.24 -0.011
O -1.887024 1.584501 -2.441389 2.27 -1.17 1.01 0.014
```
Positions in Å, forces in eV/Å.

- ⟨S²⟩ = 3.776
- E_tot (Eh) = -2817.74953
- frontier orbital gap (alpha / beta) (eV) = 8.0 / 6.9
- highest occupied orbital energy (alpha / beta) (Ha) = -0.412 / -0.418
- LUMO (alpha / beta) (eV) = -3.2 / -4.4
- multiplicity = 4
- charge = +1
- relative energy (zero: lowest compared OMol25 entry of this formula, charge and spin) (kcal per mole) = 21.56

---

2.
Formula: C32H23ClN3O11
Source: the Open Molecules 2025 dataset
Level of theory: wB97M-V/def2-TZVPD

```
70
Properties=species:S:1:pos:R:3:forces:R:3:lowdin_charge:R:1
N 1.183842 -0.346821 3.131928 -0.08 -0.57 -0.18 0.191
C 0.939903 0.022869 2.072655 0.36 0.74 0.53 -0.196
C 0.689053 0.618499 0.757440 0.02 -0.30 -0.35 -0.284
C -0.681462 0.112844 0.239785 0.17 0.00 0.56 -0.129
C -1.871987 0.716896 0.994050 -0.52 -0.43 -0.47 -0.101
C -2.720077 1.639420 0.122179 0.30 0.15 -0.41 -0.505
N -3.372578 2.733040 0.715002 -0.11 -0.30 0.28 0.135
O -2.812903 1.433052 -1.065397 0.06 0.04 0.02 0.057
C 0.921290 2.157827 0.751448 -0.41 -0.16 -0.12 -0.643
Cl 2.687160 2.480961 0.734597 0.10 -0.06 0.26 0.722
C 0.412827 2.689041 -0.512535 0.16 -0.17 -0.32 -0.253
N 0.081467 3.012244 -1.562476 -0.03 0.10 -0.09 0.211
C 0.230163 2.964920 1.924251 -0.37 0.74 0.29 -0.741
O -0.476391 3.908232 1.524989 -0.08 -0.20 -0.18 -0.023
O 0.453843 2.587924 3.076587 0.13 -0.37 0.07 -0.025
H 1.456552 0.200028 0.104923 0.03 -0.02 -0.14 0.134
H -0.780267 0.214212 -0.835253 0.02 0.40 -0.10 0.106
H -0.670526 -0.960204 0.424413 0.07 -0.11 -0.01 0.114
H -2.546221 -0.104010 1.244523 -0.10 -0.02 0.17 0.121
H -1.598990 1.166099 1.939079 0.13 0.17 0.07 0.089
H -3.456661 2.586857 1.713940 0.34 0.19 -0.03 0.044
H -2.817170 3.566281 0.546716 -0.10 0.15 -0.09 0.090
C 0.638805 0.203992 -6.732411 0.00 -0.02 -0.01 0.014
C 0.946713 -0.451632 -5.617807 0.13 0.28 0.16 0.012
C 1.300886 0.279606 -4.373774 -0.04 0.02 0.03 -0.373
O 1.582855 -0.324904 -3.359622 0.01 -0.01 0.00 0.097
C 1.295196 1.763281 -4.416098 0.07 0.04 0.04 0.018
C 0.983901 2.414689 -5.533623 0.02 -0.05 -0.01 0.020
C 0.633160 1.688076 -6.777333 -0.03 0.02 0.02 -0.388
O 0.350314 2.280614 -7.799783 0.02 0.00 -0.02 0.086
H 0.378287 -0.306975 -7.649925 -0.02 0.00 0.00 0.109
H 0.957985 -1.526620 -5.557311 0.00 -0.04 -0.01 0.090
H 1.545488 2.273036 -3.494896 -0.07 -0.02 0.03 0.093
H 0.968306 3.495506 -5.588279 -0.02 0.00 -0.01 0.121
C 4.121076 -1.585392 4.445768 -0.12 -0.14 0.03 0.018
C 4.343892 -2.103259 5.650443 0.11 0.07 -0.01 0.016
C 5.583488 -1.780402 6.395638 -0.05 0.03 0.01 -0.393
O 5.806565 -2.246367 7.494615 0.04 -0.01 0.01 0.085
C 6.555481 -0.855647 5.749969 -0.01 0.00 -0.05 0.012
C 6.330833 -0.338965 4.544788 0.03 0.02 0.02 0.019
C 5.092726 -0.671860 3.797038 -0.29 -0.10 -0.10 -0.383
O 4.860333 -0.237042 2.691965 0.33 0.11 -0.05 0.110
H 3.229119 -1.787463 3.865934 -0.06 0.07 0.06 0.094
H 3.644185 -2.767010 6.141405 0.01 -0.01 0.02 0.119
H 7.449773 -0.634860 6.319049 -0.01 -0.02 0.03 0.116
H 7.026423 0.331256 4.055634 -0.02 0.02 -0.01 0.119
C -2.355584 2.581997 4.860258 0.05 0.01 -0.11 0.055
C -2.318344 3.165283 6.057307 -0.02 -0.01 -0.02 0.028
C -3.460547 3.084960 6.995146 0.03 0.02 0.03 -0.390
O -3.434612 3.615959 8.087703 -0.02 -0.02 -0.03 0.089
C -4.661526 2.324271 6.555324 -0.02 -0.01 -0.01 0.013
C -4.708785 1.738215 5.363536 -0.01 -0.03 0.01 0.019
C -3.558709 1.823221 4.428265 0.27 0.07 -0.02 -0.349
O -3.596149 1.288043 3.337322 -0.31 -0.02 0.28 0.082
H -1.520408 2.632772 4.157721 -0.01 0.00 0.07 0.104
H -1.455478 3.722858 6.398265 0.00 0.00 0.00 0.125
H -5.483409 2.280371 7.259144 0.02 0.02 0.02 0.116
H -5.571024 1.180252 5.019622 0.02 0.00 -0.03 0.118
C -1.398859 -4.497640 -8.047935 -0.02 -0.02 -0.02 0.023
C -2.070392 -5.638542 -7.923877 0.02 0.03 -0.01 0.019
C -2.272278 -6.273600 -6.595899 0.00 0.00 0.01 -0.387
O -2.882417 -7.314796 -6.485666 0.00 -0.01 -0.01 0.104
C -1.697876 -5.585058 -5.412410 0.02 0.02 0.00 0.023
C -1.025707 -4.443981 -5.535834 -0.01 -0.03 0.01 0.032
C -0.824050 -3.811791 -6.863755 -0.02 0.02 0.04 -0.360
O -0.212737 -2.770562 -6.975481 -0.08 -0.24 -0.18 0.095
H -1.238524 -4.016038 -9.004123 0.01 0.03 0.01 0.122
H -2.498957 -6.157377 -8.771760 -0.01 -0.02 0.02 0.120
H -1.858941 -6.064451 -4.455451 -0.02 -0.02 -0.01 0.123
H -0.598970 -3.924546 -4.686812 0.00 0.03 -0.02 0.127
```
Positions in Å, forces in eV/Å.

- E_tot (Eh) = -2685.27345
- frontier orbital gap (eV) = 5.7
- highest occupied orbital energy (Ha) = -0.227
- LUMO (eV) = -0.5
- multiplicity = 1
- charge = -1

---

3.
Formula: C13H14Cl6F16O2
Source: the Open Molecules 2025 dataset
Level of theory: wB97M-V/def2-TZVPD

```
51
Properties=species:S:1:pos:R:3:forces:R:3:lowdin_charge:R:1
C 7.802250 14.748812 16.716002 -0.18 -0.47 -1.47 -0.050
C 6.613194 14.173487 15.952592 -0.99 1.35 0.07 -0.422
C 6.641558 14.194086 14.401128 -1.29 -0.88 -0.95 -0.291
F 6.886970 15.442453 13.906922 0.20 -0.42 0.64 0.082
F 7.467167 13.316207 13.798480 1.12 0.09 0.53 0.086
F 6.213137 12.973770 16.401767 0.86 -0.58 -0.28 0.141
F 5.517466 14.969164 16.251421 0.46 0.43 -0.23 0.078
O 8.898289 13.883314 16.344873 0.61 0.64 2.08 -0.022
C 9.686102 13.507814 17.452897 -1.42 0.10 -1.36 -0.525
C 10.474385 14.666018 18.108139 0.27 0.89 -1.08 -0.307
F 9.646627 15.632086 18.595543 -0.04 -0.52 0.36 0.077
F 11.346312 14.276535 19.045597 -0.43 -0.44 0.49 0.120
F 8.850180 12.838969 18.275315 0.79 -0.03 0.62 0.157
F 10.590001 12.685165 16.923878 0.25 -0.39 0.46 0.107
H 7.506623 14.821075 17.760392 0.40 -0.41 0.10 0.148
H 8.066141 15.740705 16.350166 -0.38 0.11 -0.01 0.135
H 5.671089 13.831464 14.031675 -0.26 0.72 0.50 0.172
H 11.055504 15.145348 17.318871 -0.07 -0.18 -0.18 0.100
C 10.507279 5.839865 19.139065 0.02 0.60 1.12 -0.059
C 9.868644 4.892955 18.127772 0.34 0.19 0.94 -0.443
C 10.393496 5.172827 16.710098 1.54 0.05 -2.21 -0.266
F 10.027873 4.247308 15.775906 -0.58 0.00 0.82 0.083
F 10.014762 6.396066 16.221051 -1.07 -0.01 0.81 0.069
F 10.132953 3.640166 18.576280 0.38 -0.23 -0.88 0.127
F 8.525390 5.006414 18.175270 -0.13 0.44 -0.21 0.132
O 11.940516 5.705257 19.121506 -0.70 0.19 -0.83 0.020
C 12.697037 6.819002 19.456306 -1.22 -2.40 -0.77 -0.538
C 12.781092 7.793667 18.263809 -0.15 1.46 1.77 -0.317
F 13.632882 8.752930 18.731759 0.78 0.19 -0.63 0.066
F 13.210860 7.253223 17.121416 0.06 -0.11 0.43 0.119
F 12.111964 7.397531 20.529515 0.64 0.58 -0.19 0.150
F 13.873742 6.279345 19.790715 0.14 0.92 0.03 0.176
H 10.229024 5.611336 20.168499 -0.50 -0.67 -0.22 0.148
H 10.088454 6.845090 19.039464 0.56 0.20 -0.67 0.147
H 11.473827 5.277314 16.572072 0.12 -0.72 1.14 0.163
H 11.849365 8.359598 18.148410 -0.25 -0.69 -0.45 0.150
C 11.788621 11.198653 14.526109 -0.30 0.62 -0.31 -1.047
Cl 12.254880 10.357865 15.980710 0.27 -0.43 0.34 0.594
Cl 11.091489 10.135721 13.278564 0.30 0.33 0.31 0.524
H 11.054276 11.944685 14.811665 -0.24 -0.25 -0.13 -0.031
H 12.657528 11.739393 14.159801 0.05 -0.40 -0.32 0.012
C 14.952096 13.632806 12.430167 0.25 0.34 0.85 -1.074
Cl 13.717102 14.082156 11.275361 -0.24 -0.16 -0.31 0.518
Cl 15.762602 12.097961 12.153590 0.00 -0.14 -0.33 0.525
H 15.686895 14.432274 12.441624 0.08 -0.16 -0.06 0.025
H 14.500272 13.549329 13.415019 -0.11 0.13 -0.11 0.006
C 10.897111 16.408095 14.156600 1.18 1.87 0.25 -0.991
Cl 11.102839 14.707169 14.260062 -0.33 -0.75 -0.08 0.632
Cl 10.928335 17.248229 15.747406 -0.33 -0.19 0.19 0.539
H 11.811864 16.806359 13.725452 -0.26 -0.11 -0.45 0.015
H 10.030458 16.812868 13.644464 -0.18 -0.73 -0.10 0.039
```
Positions in Å, forces in eV/Å.

- E_tot (Eh) = -5013.21480
- frontier orbital gap (eV) = 11.2
- SMILES = FC(F)C(F)(F)COC(F)(F)C(F)F.FC(F)C(F)(F)COC(F)(F)C(F)F.ClCCl.ClCCl.ClCCl
- highest occupied orbital energy (Ha) = -0.404
- LUMO (eV) = 0.2
- multiplicity = 1